(1)
55
Properties=species:S:1:pos:R:3:forces:R:3 method="wB97M-V/def2-TZVPD" lumo_ha="-0.006 / -0.006" gap_ev="2.22 / 10.05" spin_multiplicity=2 total_charge=0 de_lowest_ev=5.585
O 5.1868 -0.5489 1.5562 3.0 -2.8 2.9
H -3.2110 -1.4999 0.1012 2.1 0.3 1.7
H -2.0486 4.2070 0.5821 -1.1 0.7 -0.4
O -1.3463 4.4295 1.1646 2.4 -1.1 0.8
H 4.7504 -0.0879 0.9336 -2.6 2.8 -3.3
O -1.7276 3.2645 4.7206 0.6 0.2 0.0
H -0.8898 3.5693 4.2910 -1.0 -0.5 0.9
H -1.6018 -3.7709 2.3796 -1.0 -0.2 -2.0
O -2.1946 -1.5450 -3.7729 3.6 0.2 1.8
H -1.8147 -2.5011 -1.7110 -0.2 0.0 -0.8
H -2.5315 -1.5226 -4.6500 0.1 0.1 -1.3
O 2.3180 -2.4087 -3.6525 2.2 0.5 0.7
H 2.8840 -2.5754 -4.4438 -0.7 0.2 0.9
H 3.0046 -2.0902 -2.9346 -1.9 -0.9 -1.8
O 1.6699 4.0118 0.2929 0.7 0.8 3.0
H 1.6837 4.3686 1.2405 1.4 -2.0 -0.7
H 1.0418 4.7047 0.2237 -2.1 1.0 -2.4
O 0.9645 1.6284 -4.8695 -3.3 0.6 0.4
H 1.5884 -0.3586 -0.7823 -0.8 4.6 -3.9
H -0.7776 -2.9872 1.4789 0.8 -0.2 -0.6
O -0.0646 -1.4861 1.8456 2.9 -1.6 0.4
H -0.7458 -0.9301 1.5615 -1.5 1.5 -0.8
H 0.8016 -1.1380 1.3958 -1.8 -0.8 0.8
O -3.1615 0.2236 -1.5690 2.7 -0.7 -2.2
H -2.4816 0.8459 -1.9592 -1.2 -0.9 0.6
H -1.3063 -3.8502 -2.1801 0.5 -1.4 -2.6
O -1.4780 -3.7891 1.3452 2.4 1.2 2.8
H -0.0208 1.9839 -4.7930 3.2 -1.0 -0.3
H -1.1471 -1.4323 -3.7672 -3.4 -0.3 -0.6
O -1.1447 -2.6020 4.5262 8.1 -1.0 -2.7
H -1.8154 -2.8681 4.9660 -7.1 -3.3 5.2
H -1.4667 -1.9077 4.0722 -1.1 4.2 -2.7
O 4.0774 -1.5371 -1.7542 3.1 1.8 -0.8
H 4.8928 -1.0065 -2.1870 -2.6 -1.5 1.2
H 4.5173 -1.9597 -0.9948 -0.2 -0.2 -0.2
O -2.2248 -1.4265 0.4535 -4.7 -1.2 0.4
H -3.7340 0.7254 -1.0554 -1.5 1.8 1.5
H -1.9419 -1.2046 -0.4017 1.8 1.2 -2.0
O -3.8125 1.4909 1.9890 -0.1 -3.8 -7.9
H -3.8266 1.8659 2.7543 0.2 3.6 7.5
H -3.0346 0.9293 1.9024 0.0 0.2 0.2
O -0.6710 3.3036 -2.4410 0.6 -1.8 1.8
H 0.1566 2.7864 -2.3092 -0.8 -0.1 0.8
H -0.3683 3.7081 -3.2089 0.1 1.8 -2.5
O -1.4671 -3.3472 -1.4351 -0.5 1.2 3.1
H 5.6752 -1.1982 1.0327 0.2 0.0 0.3
H -1.9998 -3.1978 0.7370 -1.1 0.1 0.2
O 1.5235 -1.0129 -0.1917 2.5 -3.9 3.0
H -1.5805 3.0845 5.6711 0.3 0.3 -1.0
H 2.5174 -1.2021 -0.2567 -1.6 -0.5 0.7
O 2.6713 -0.3139 2.4409 -0.4 0.7 1.5
H 2.7418 0.1979 3.2941 -0.1 -0.8 -1.5
H 2.7366 0.3344 1.7316 -0.1 0.2 0.1
H 1.5230 2.3935 -5.0042 0.0 0.4 -0.1
H -1.2893 5.2491 1.6413 -1.2 0.5 -0.4

***

(2)
44
Properties=species:S:1:pos:R:3:forces:R:3 method="wB97M-V/def2-TZVPD" lumo_ha=-0.208 gap_ev=6.04 spin_multiplicity=1 total_charge=+1 de_lowest_ev=0.166
Pd 0.2172 -0.2804 -2.3740 -0.7 0.4 0.1
O 2.4692 -0.9248 -3.2570 0.0 0.2 0.0
C 2.0942 -0.5593 -2.1827 0.9 -0.5 -0.2
C 2.8485 -0.5526 -0.9122 -0.4 0.2 0.2
C 4.2317 -0.6766 -0.8510 0.0 0.0 0.1
C 4.8296 -0.6649 0.3976 0.0 0.0 0.0
C 4.0559 -0.5440 1.5489 0.0 0.0 0.0
C 2.6745 -0.4352 1.4796 0.0 0.0 0.0
C 2.0613 -0.4315 0.2343 0.2 0.0 -0.1
P 0.2757 -0.3215 -0.1121 0.2 -0.3 0.1
C -0.3420 1.0935 0.8173 -0.1 0.1 -0.1
C -0.4494 1.0729 2.2089 0.1 0.0 0.1
C -0.8684 2.2038 2.8890 0.0 0.0 0.0
C -1.1817 3.3635 2.1909 0.0 0.0 0.0
C -1.0663 3.3951 0.8095 0.0 0.0 0.0
C -0.6478 2.2632 0.1261 0.0 0.0 0.0
C -0.4489 -1.8301 0.5789 0.1 0.0 0.0
C 0.1312 -3.0373 0.1808 0.0 0.0 0.1
C -0.3857 -4.2404 0.6258 0.0 0.0 0.0
C -1.4975 -4.2511 1.4603 0.0 0.0 0.0
C -2.0899 -3.0573 1.8398 0.0 0.0 0.0
C -1.5692 -1.8466 1.4023 -0.1 0.1 -0.1
H 4.8144 -0.7741 -1.7565 0.0 0.0 0.0
H 5.9047 -0.7491 0.4794 0.0 0.0 0.0
H 4.5392 -0.5371 2.5169 0.0 0.0 0.0
H 2.0944 -0.3517 2.3889 0.0 0.0 0.0
H -0.2049 0.1786 2.7688 0.0 0.0 0.0
H -0.9507 2.1802 3.9672 0.0 0.0 0.0
H -1.5119 4.2432 2.7269 0.0 0.0 0.0
H -1.2948 4.3008 0.2637 0.0 0.0 0.0
H -0.5415 2.2929 -0.9505 0.0 0.0 0.0
H 0.9927 -3.0396 -0.4788 0.0 0.0 0.0
H 0.0744 -5.1693 0.3173 0.0 0.0 0.0
H -1.9038 -5.1916 1.8070 0.0 0.0 0.0
H -2.9631 -3.0618 2.4782 0.0 0.0 0.0
H -2.0608 -0.9262 1.6907 0.1 0.0 0.0
O -4.9770 3.9842 -3.5800 -0.1 -0.1 -0.3
C -4.0876 3.2034 -3.5754 0.1 0.2 0.6
S -2.3842 3.6591 -3.8606 0.1 0.0 -0.2
C -1.6790 2.1091 -3.5623 0.0 -0.1 0.0
C -2.6412 1.0338 -3.1489 0.2 0.0 -0.1
S -2.1866 -0.4924 -2.7794 -0.2 0.1 0.0
S -4.2985 1.4957 -3.0783 0.0 -0.1 -0.1
S -0.0761 1.8736 -3.7352 0.0 0.0 -0.1